The following is a DFT calculation (wB97M-V/def2-TZVPD) of C42H52F15LaN6O4PSe as an isolated structure.

Calculated values
- highest occupied orbital energy (spin up / spin down) (eV) = -1.7 / -1.5
- energy above the lowest of the compared OMol25 structures with the same formula, charge and spin (eV) = 0.000
- spin multiplicity = 2
- <S²> = 0.75
- LUMO energy (spin up / spin down) (eV) = 4.0 / 4.0
- F_max (eV Å⁻¹) = 0.97
- frontier orbital gap (spin up / spin down) (eV) = 5.71 / 5.53
- total charge = -2

Last column: Löwdin charge in e.
Cartesian coordinates (Å):
La (11.0692, 11.1409, 13.6785)  1.903
C (7.7902, 16.7137, 12.3863)  -0.085
C (9.3105, 16.7100, 12.1880)  -0.186
C (9.8640, 15.3589, 11.8499)  -0.129
C (9.6902, 14.6259, 10.7081)  -0.143
C (8.9221, 15.0355, 9.4921)  -0.201
C (9.6450, 16.1391, 8.6924)  -0.092
C (10.4060, 13.3988, 10.9101)  -0.268
N (10.9505, 13.3555, 12.1431)  0.034
C (10.6726, 14.5551, 12.7172)  -0.260
C (11.3120, 15.0035, 13.8781)  0.040
C (12.2639, 14.3556, 14.6333)  -0.271
C (12.8568, 14.9364, 15.8083)  -0.139
C (12.5977, 16.3312, 16.3179)  -0.194
C (11.3668, 16.4523, 17.2197)  -0.089
C (13.7678, 14.0345, 16.2715)  -0.138
C (13.7084, 12.9086, 15.3609)  -0.270
C (14.4640, 11.7220, 15.4879)  0.045
C (14.4377, 10.6255, 14.6477)  -0.258
N (13.5917, 10.4479, 13.6013)  -0.003
C (14.0122, 9.3741, 12.8970)  -0.282
C (13.5345, 8.9838, 11.6640)  -0.037
C (12.6247, 9.6713, 10.8327)  -0.311
N (11.9640, 10.7897, 11.1631)  0.018
C (11.3126, 11.2236, 10.0375)  -0.247
C (10.6095, 12.3994, 9.9386)  0.029
C (11.5252, 10.2662, 8.9569)  -0.127
C (12.3197, 9.2814, 9.4619)  -0.139
C (12.6914, 7.9972, 8.7886)  -0.197
C (11.9165, 6.8203, 9.3943)  -0.103
C (10.9594, 10.3189, 7.5710)  -0.206
C (9.7547, 9.4165, 7.3439)  -0.089
C (15.1349, 8.7531, 13.5887)  -0.140
C (15.3927, 9.5124, 14.6718)  -0.136
C (16.5189, 9.3455, 15.6552)  -0.190
C (17.7553, 10.2194, 15.3372)  -0.091
C (15.8203, 7.5246, 13.1115)  -0.190
C (16.8239, 7.8253, 11.9900)  -0.090
N (12.7861, 13.1036, 14.4133)  0.021
C (14.6469, 14.1579, 17.4788)  -0.195
C (16.0348, 14.7441, 17.1856)  -0.094
H (7.4367, 17.6716, 12.7768)  0.066
H (7.2786, 16.5449, 11.4338)  0.054
H (7.4819, 15.9376, 13.0824)  0.058
H (9.5667, 17.4680, 11.4367)  0.093
H (9.8084, 17.0726, 13.0951)  0.094
H (8.7539, 14.1758, 8.8261)  0.091
H (7.9367, 15.4091, 9.8067)  0.093
H (10.6241, 15.7879, 8.3652)  0.073
H (9.0583, 16.4735, 7.8428)  0.055
H (9.8422, 17.0157, 9.3330)  0.060
H (11.0284, 15.9830, 14.2419)  0.094
H (13.4772, 16.6720, 16.8751)  0.095
H (12.5263, 17.0490, 15.4878)  0.108
H (11.4073, 15.7681, 18.0529)  0.070
H (11.2636, 17.4661, 17.6206)  0.064
H (10.4585, 16.2291, 16.6644)  0.052
H (15.2190, 11.7323, 16.2836)  0.102
H (13.9556, 8.0428, 11.2963)  0.102
H (10.1163, 12.5668, 8.9927)  0.092
H (12.4873, 8.0734, 7.6988)  0.101
H (13.7681, 7.8102, 8.8853)  0.102
H (10.8556, 6.9793, 9.2920)  0.058
H (12.1806, 5.8843, 8.8896)  0.063
H (12.0780, 6.7000, 10.4684)  0.041
H (10.7043, 11.3576, 7.3358)  0.095
H (11.7302, 10.0457, 6.8299)  0.106
H (8.9316, 9.6457, 8.0234)  0.067
H (9.3735, 9.4998, 6.3243)  0.063
H (10.0231, 8.3829, 7.5195)  0.055
H (16.1828, 9.5775, 16.6760)  0.108
H (16.8159, 8.2974, 15.7085)  0.094
H (17.4752, 11.2795, 15.3336)  0.062
H (18.5486, 10.0786, 16.0832)  0.062
H (18.1323, 9.9810, 14.3427)  0.058
H (16.3418, 7.0296, 13.9334)  0.100
H (15.0726, 6.8184, 12.7688)  0.107
H (17.6199, 8.4769, 12.3441)  0.058
H (17.3160, 6.9244, 11.6235)  0.060
H (16.3266, 8.3278, 11.1595)  0.067
H (14.1399, 14.7881, 18.2072)  0.100
H (14.7518, 13.1888, 17.9681)  0.105
H (15.9484, 15.6861, 16.6663)  0.062
H (16.6122, 14.8971, 18.0800)  0.052
H (16.6133, 14.0743, 16.5378)  0.067
C (6.9488, 11.6970, 10.0737)  -0.045
O (6.6577, 11.3606, 11.4142)  -0.018
C (7.7337, 11.1391, 12.1961)  -0.566
O (8.8813, 11.2747, 11.8411)  -0.004
N (7.3490, 10.7527, 13.4192)  0.031
N (8.3417, 10.4427, 14.3381)  -0.033
H (6.0593, 11.4734, 9.4911)  0.088
H (7.8046, 11.1428, 9.7114)  0.077
H (7.1824, 12.7620, 10.0060)  0.085
H (6.3549, 10.6752, 13.6429)  0.167
H (8.4778, 9.4301, 14.4015)  0.039
H (8.1016, 10.8220, 15.2470)  0.065
O (11.2225, 11.9950, 16.2904)  -0.126
H (11.0692, 12.9497, 16.2178)  0.030
H (10.3917, 11.6626, 16.6493)  0.016
Se (10.6175, 8.1647, 12.9329)  0.025
F (9.2233, 12.9896, 14.7577)  -0.213
P (8.1426, 13.8061, 15.6903)  0.210
F (8.6518, 15.2136, 15.0754)  -0.141
F (7.0477, 14.5794, 16.5960)  -0.160
F (7.6280, 12.3894, 16.3140)  -0.163
F (9.2233, 13.9305, 16.8957)  -0.145
F (7.0463, 13.6790, 14.5003)  -0.155
F (9.1433, 7.0283, 15.7749)  0.134
C (9.4412, 7.5403, 16.9594)  -0.536
F (8.2857, 8.0055, 17.4669)  0.142
F (9.8226, 6.5052, 17.7604)  0.122
C (10.4991, 8.7062, 16.8031)  -0.384
O (10.2163, 9.4678, 15.7849)  -0.258
C (11.9028, 8.0247, 16.6517)  -0.529
F (12.4437, 7.6402, 17.8400)  0.127
F (12.7608, 8.8533, 16.0549)  0.159
F (11.8265, 6.9171, 15.8968)  0.124
C (10.4768, 9.4934, 18.1650)  -0.521
F (9.5156, 10.4313, 18.1273)  0.143
F (10.1984, 8.7312, 19.2520)  0.129
F (11.6330, 10.1302, 18.4266)  0.151



The following is a DFT calculation (wB97M-V/def2-TZVPD) of an isolated ion of composition C11H8F3N2O4S and charge -1 at a distorted geometry.

Calculated values
- highest occupied orbital energy (eV) = -2.5
- LUMO energy (eV) = 2.9
- F_max (eV Å⁻¹) = 3.87
- frontier orbital gap (eV) = 5.37
- total charge = -1

Last column: Löwdin charge in e.
Cartesian coordinates (Å):
C (0.9226, -1.6355, 2.8627)  -0.122
C (-0.5612, -1.5751, 2.7571)  -0.440
N (-1.2003, -2.9770, 3.1017)  -0.431
O (-2.3445, -2.9902, 3.5608)  -0.020
O (-0.4952, -3.9626, 2.8513)  -0.005
H (1.3376, -0.6252, 2.8195)  0.066
H (1.2097, -2.0866, 3.8200)  0.083
H (1.3255, -2.2191, 2.0296)  0.077
H (-1.0245, -0.8199, 3.4022)  0.101
F (-3.1268, -0.1139, 2.4628)  0.065
C (-2.2545, 0.2041, 1.4636)  -0.761
F (-2.9650, 0.6384, 0.4026)  0.090
F (-1.4459, 1.2126, 1.8971)  0.068
S (-1.2595, -1.2798, 1.0015)  1.086
N (-0.4193, -0.0932, -0.3110)  -0.157
C (0.8761, 0.4031, -0.2097)  -0.401
O (1.6552, 0.3012, 0.7294)  0.057
C (1.1044, 1.1035, -1.5100)  -0.093
C (0.0289, 0.8430, -2.3374)  -0.095
C (-0.0328, 1.3394, -3.6364)  -0.012
C (1.0347, 2.1321, -4.0829)  -0.090
C (2.1418, 2.3863, -3.2466)  -0.089
C (2.1923, 1.8542, -1.9482)  -0.012
C (-0.9171, -0.0593, -1.6137)  -0.438
O (-1.8977, -0.6523, -2.0298)  0.063
H (-0.9014, 1.1068, -4.2485)  0.113
H (1.0149, 2.5535, -5.0889)  0.092
H (2.9630, 2.9989, -3.6198)  0.092
H (3.0391, 2.0128, -1.2791)  0.114



The following is a DFT calculation (wB97M-V/def2-TZVPD) of a 2-piece molecular cluster, C9H14 overall at a distorted geometry.

Calculated values
- SMILES = Cc1ccccc1.CC
- highest occupied orbital energy (eV) = -9.0
- energy above the lowest of the compared OMol25 structures with the same formula, charge and spin (eV) = 0.346
- LUMO energy (eV) = 0.9
- F_max (eV Å⁻¹) = 1.13
- frontier orbital gap (eV) = 9.93

Last column: Löwdin charge in e.
Cartesian coordinates (Å):
C (1.0627, -0.7363, -1.0847)  -0.056
C (-0.3447, -0.7075, -1.6240)  -0.287
C (-0.5961, -1.0097, -2.9569)  -0.057
C (-1.8808, -0.9039, -3.4846)  -0.092
C (-2.9164, -0.4568, -2.6923)  -0.099
C (-2.6535, -0.1325, -1.3553)  -0.092
C (-1.3801, -0.2216, -0.8303)  -0.061
H (1.1916, -1.2089, -0.1117)  0.073
H (1.2852, 0.3209, -0.8663)  0.084
H (1.7916, -1.0930, -1.8148)  0.075
H (0.2267, -1.3483, -3.5677)  0.104
H (-2.0067, -1.1855, -4.5241)  0.101
H (-3.9586, -0.4410, -2.9854)  0.098
H (-3.4696, 0.2742, -0.7619)  0.101
H (-1.1627, 0.0835, 0.1826)  0.108
C (2.3369, 1.5747, 3.2136)  -0.168
C (1.3514, 0.6213, 3.9215)  -0.164
H (2.6981, 1.1607, 2.2675)  0.054
H (1.8455, 2.5055, 2.9314)  0.056
H (3.1828, 1.7936, 3.8587)  0.056
H (1.8594, 0.0072, 4.6579)  0.054
H (0.9542, -0.1225, 3.2276)  0.052
H (0.5831, 1.2258, 4.3993)  0.059



The following is a DFT calculation (wB97M-V/def2-TZVPD) of a 3-piece molecular cluster, C22H30BNO12P overall at a distorted geometry.

Calculated values
- highest occupied orbital energy (eV) = -7.6
- spin multiplicity = 2
- <S²> = 0.75
- LUMO energy (eV) = -1.8
- F_max (eV Å⁻¹) = 3.82
- frontier orbital gap (eV) = 5.82

Last column: Löwdin charge in e.
Cartesian coordinates (Å):
C (-3.8699, 6.5459, 1.4260)  -0.053
B (-3.8718, 5.7571, -0.0154)  -0.390
O (-4.9356, 6.1779, -0.9945)  -0.031
C (-2.7627, 4.5796, -0.4610)  -0.410
P (-3.7699, 3.4145, -1.6550)  0.957
O (-2.9727, 1.8810, -1.8599)  -0.354
O (-4.1199, 4.2094, -3.1636)  -0.338
C (-1.6147, 5.3400, -1.3241)  -0.105
C (-0.0664, 4.9610, -0.9965)  -0.417
C (0.6989, 6.2779, -0.3050)  -0.068
C (0.6885, 4.8038, -2.4831)  -0.068
N (0.1797, 3.6645, -0.2826)  -0.102
O (-0.1240, 2.6950, -1.1831)  -0.033
C (-0.6567, 3.4469, 0.9441)  -0.411
C (-0.1810, 4.2853, 2.2834)  -0.068
C (-0.4450, 1.8375, 1.3544)  -0.069
C (-2.2652, 3.6533, 0.7798)  -0.113
H (-2.7611, 6.7861, 1.7840)  0.079
H (-4.4290, 7.5726, 1.2681)  0.081
H (-4.4753, 5.9669, 2.2762)  0.097
H (-5.8398, 5.9812, -0.6050)  0.122
H (-3.4192, 1.4582, -2.6675)  0.072
H (-3.8663, 5.1796, -3.1595)  0.055
H (-1.7316, 6.5141, -1.1472)  0.136
H (-1.7967, 5.1775, -2.4747)  0.107
H (0.1877, 6.6009, 0.7045)  0.070
H (0.7629, 7.1984, -1.0543)  0.094
H (1.8234, 5.9239, -0.1418)  0.101
H (0.0256, 4.2527, -3.2739)  0.092
H (1.7237, 4.3028, -2.2659)  0.096
H (0.9117, 5.9167, -2.8410)  0.092
H (0.9914, 4.2510, 2.3126)  0.102
H (-0.5976, 3.7384, 3.2500)  0.095
H (-0.6380, 5.3661, 2.3004)  0.068
H (0.6484, 1.5053, 1.0092)  0.092
H (-0.4393, 1.6834, 2.5375)  0.093
H (-1.1844, 1.1238, 0.7961)  0.088
H (-2.6633, 4.0654, 1.8270)  0.128
H (-2.7930, 2.5885, 0.6650)  0.112
C (1.8407, -2.1220, 0.1656)  0.085
C (1.7157, -3.2520, -0.5331)  -0.198
C (0.7567, -4.3142, -0.1212)  -0.276
O (0.6504, -5.3336, -0.7939)  0.079
C (-0.0333, -4.0935, 1.1001)  0.088
C (0.0944, -2.9649, 1.8006)  -0.201
C (1.0331, -1.8915, 1.3732)  -0.297
O (1.1150, -0.8574, 2.0275)  0.092
O (-0.6430, -2.7521, 2.9509)  0.084
O (2.4734, -3.4769, -1.6678)  0.087
H (2.5323, -1.3407, -0.1237)  0.140
H (-0.7135, -4.8811, 1.3981)  0.142
H (-0.3733, -1.8645, 3.2732)  0.117
H (2.1993, -4.3619, -1.9934)  0.115
C (4.5480, -9.2775, -0.9154)  0.076
C (4.4436, -10.4329, -0.2559)  -0.209
C (3.2356, -10.7556, 0.5529)  -0.309
O (3.1601, -11.8333, 1.1324)  0.102
C (2.1667, -9.7474, 0.6275)  0.076
C (2.2728, -8.5907, -0.0292)  -0.200
C (3.4684, -8.2799, -0.8599)  -0.300
O (3.5290, -7.2158, -1.4667)  0.106
O (1.2732, -7.6376, 0.0388)  0.065
O (5.4554, -11.3743, -0.3012)  0.078
H (5.4194, -9.0309, -1.5088)  0.137
H (1.3022, -9.9873, 1.2332)  0.137
H (1.5840, -6.8931, -0.5212)  0.066
H (5.1419, -12.1212, 0.2539)  0.116



The following is a DFT calculation (wB97M-V/def2-TZVPD) of an isolated ion of composition C7H9N2O3 and charge +1 at a distorted geometry.

Calculated values
- SMILES = O/[NH+]=C(/c1ccccc1)N(O)O
- highest occupied orbital energy (eV) = -13.5
- energy above the lowest of the compared OMol25 structures with the same formula, charge and spin (eV) = 4.939
- LUMO energy (eV) = -4.4
- F_max (eV Å⁻¹) = 5.39
- frontier orbital gap (eV) = 9.14
- total charge = +1

Last column: Löwdin charge in e.
Cartesian coordinates (Å):
O (-3.0725, 1.6034, -0.1915)  0.012
N (-1.7306, 1.5737, -0.2326)  0.015
C (-1.0810, 0.1817, -0.1917)  -0.015
C (0.3893, 0.0355, -0.2529)  -0.121
C (1.1025, -1.0632, -0.6725)  -0.039
C (2.4115, -1.1611, -0.3244)  -0.038
C (3.0915, -0.1738, 0.3392)  -0.040
C (2.4283, 0.9575, 0.7062)  -0.038
C (1.0705, 1.1534, 0.3844)  0.039
N (-1.8088, -0.8430, 0.0890)  -0.135
O (-1.3938, -2.0789, -0.3802)  0.136
O (-3.0366, -0.7562, 0.6154)  0.123
H (-3.3861, 2.2424, 0.4028)  0.104
H (-1.2452, 2.1371, -0.9512)  0.169
H (0.6806, -1.6909, -1.3141)  0.080
H (2.9032, -2.0175, -0.8135)  0.138
H (4.1350, -0.1389, 0.4879)  0.115
H (2.9415, 1.7981, 1.1028)  0.111
H (0.3996, 1.8399, 0.8057)  0.091
H (-1.0029, -2.5537, 0.3221)  0.122
H (-3.7961, -1.0454, 0.0692)  0.170



Record-wise total energy values, in hartree: -6534.0947; -1532.1467; -351.3175; -2179.9200; -606.8936